Density functional theory data (ωB97M-V/def2-TZVPD) for an isolated molecule of C8H9N3O.

Element x y z (Å)
C 3.1361 -1.9002 -0.3423
C 3.0797 -0.5727 -0.3570
C 1.7499 0.2062 -0.0804
C 0.5696 -0.3098 -0.4851
C -0.6408 0.4216 -0.1487
C -2.0910 0.0769 -0.4574
O -2.7438 0.5027 -1.4180
N -2.5775 -0.9341 0.2896
N -1.8074 -1.6672 1.2253
C -0.4182 1.7256 0.3121
C 0.7879 2.2032 0.6039
N 1.8530 1.3619 0.5395
H 2.3607 -2.3526 0.2998
H 3.8544 -2.6059 -0.4725
H 3.9572 0.0501 -0.6638
H 0.4801 -1.2796 -0.9107
H -3.5663 -1.2090 0.1607
H -1.6924 -2.6021 0.7399
H -2.3867 -1.8606 2.0322
H -1.3152 2.2516 0.3558
H 0.9421 3.1572 1.1514

Computed properties:
SMILES = C=Cc1cc(C(=O)NN)ccn1
Kohn-Sham gap = 9.9581 eV
E_HOMO = -9.45 eV
Multiplicity = 1
Max |F| = 4.47 eV Å⁻¹
Lowest unoccupied orbital energy = 0.019 Ha
Electronic energy = -549.66513 Eh



Density functional theory data (ωB97M-V/def2-TZVPD) for a structure of composition C53H61Cl2Ge2N2O3S4Tl.

Element x y z (Å)
Tl -1.3381 3.1086 0.2633
C 6.7083 0.9222 -1.3247
C 5.8770 0.4648 -0.1636
C 5.6152 -0.8841 0.0324
C 4.8134 -1.3149 1.0754
C 4.5554 -2.7752 1.2857
C 4.2354 -0.3771 1.9356
C 4.5390 0.9771 1.7951
C 4.0585 2.0000 2.7837
C 5.3485 1.3765 0.7377
C 3.3392 -0.8525 3.0112
C 3.8934 -1.5029 4.1085
C 3.0940 -1.9629 5.1350
C 1.7329 -1.7340 5.1001
C 1.1611 -1.0660 4.0247
C 1.9607 -0.6661 2.9605
Ge 1.0870 0.2968 1.4221
S 0.6531 2.3563 2.0621
S -0.8568 -0.6270 0.5371
Ge 0.1026 -0.0983 -1.4975
S -0.6981 1.8700 -2.0787
S 2.1780 0.1482 -0.5864
C 0.0530 -1.3404 -3.1014
C -0.2111 -0.8403 -4.3744
C -0.1104 -1.6778 -5.4829
C 0.2451 -3.0035 -5.3424
C 0.4743 -3.5026 -4.0777
C 0.3809 -2.6812 -2.9558
C 0.5958 -3.3736 -1.6684
C 1.8880 -3.7080 -1.2654
C 3.0752 -3.1284 -1.9741
C 2.0497 -4.5772 -0.1947
C 0.9639 -5.1089 0.4832
C 1.1529 -6.0689 1.6194
C -0.3138 -4.7434 0.0786
C -0.5131 -3.8961 -0.9973
C -1.8960 -3.5599 -1.4662
C -0.6440 0.5419 -4.6694
C -2.0091 0.8099 -4.8040
C -3.0212 -0.2447 -4.4746
C -2.4070 2.0800 -5.1854
C -1.4809 3.0786 -5.4557
C -1.9457 4.4353 -5.8934
C -0.1290 2.7902 -5.3272
C 0.3053 1.5313 -4.9396
C 1.7600 1.2259 -4.7510
C -0.2871 -0.7663 4.0663
C -0.7452 0.3901 4.6957
C 0.1825 1.3778 5.3408
C -2.1126 0.6287 4.7384
C -3.0217 -0.2357 4.1559
C -4.4879 0.0684 4.1446
C -2.5494 -1.4133 3.5909
C -1.1970 -1.7025 3.5654
C -0.7073 -3.0199 3.0495
H 7.2408 0.0872 -1.7720
H 7.4331 1.6724 -1.0166
H 6.0714 1.3673 -2.0883
H 6.0352 -1.6146 -0.6478
H 4.9169 -3.3500 0.4377
H 3.4895 -2.9562 1.4167
H 5.0667 -3.1257 2.1823
H 3.4808 1.5427 3.5849
H 3.4320 2.7467 2.2976
H 4.9091 2.5180 3.2265
H 5.5613 2.4300 0.6179
H 4.9641 -1.6358 4.1543
H 3.5331 -2.4851 5.9704
H 1.0977 -2.0551 5.9131
H -0.3161 -1.2618 -6.4598
H 0.3338 -3.6429 -6.2094
H 0.7289 -4.5425 -3.9335
H 2.8827 -3.0203 -3.0406
H 3.9579 -3.7488 -1.8321
H 3.2894 -2.1343 -1.5756
H 3.0463 -4.8828 0.0890
H 2.2066 -6.2777 1.7815
H 0.6437 -7.0097 1.4162
H 0.7357 -5.6564 2.5365
H -1.1736 -5.1624 0.5823
H -2.6375 -4.1590 -0.9442
H -1.9898 -3.7333 -2.5383
H -2.1141 -2.5060 -1.2775
H -2.7369 -1.2044 -4.9042
H -4.0079 0.0318 -4.8401
H -3.0780 -0.3699 -3.3911
H -3.4621 2.2969 -5.2751
H -2.8761 4.7055 -5.3980
H -2.1332 4.4365 -6.9677
H -1.1933 5.1902 -5.6797
H 0.6026 3.5593 -5.5316
H 2.3800 2.0638 -5.0580
H 2.0488 0.3400 -5.3161
H 1.9621 1.0184 -3.6963
H 1.2046 1.0105 5.3707
H -0.1485 1.5939 6.3556
H 0.1846 2.3104 4.7787
H -2.4675 1.5129 5.2465
H -4.6856 1.0428 4.5829
H -5.0409 -0.6837 4.7058
H -4.8556 0.0629 3.1199
H -3.2462 -2.1247 3.1717
H -1.5483 -3.6427 2.7578
H -0.1324 -3.5308 3.8224
H -0.0578 -2.8886 2.1843
C -5.9627 2.2329 0.0969
C -4.5666 2.7450 0.2467
N -3.5611 1.9590 0.4192
O -3.8248 0.5994 0.4572
C -4.3732 4.1797 0.2104
C -5.5546 5.1012 0.0671
N -3.1953 4.7093 0.2860
O -2.9268 5.9212 0.2916
H -5.9435 1.1506 0.0103
H -6.4237 2.6623 -0.7878
H -6.5545 2.5133 0.9663
H -2.9541 0.1720 0.5938
H -6.3174 4.8788 0.8098
H -5.9882 5.0169 -0.9283
H -5.2007 6.1226 0.2004
Cl -0.8761 5.4625 2.3799
C -1.7552 4.6793 3.7005
Cl -2.7386 3.3433 3.0769
H -2.4103 5.4121 4.1703
H -1.0301 4.2698 4.4024
O -2.5351 4.2277 -2.1786
H -1.9030 4.9355 -2.3210
H -2.3339 3.5431 -2.8273

Computed properties:
Kohn-Sham gap = 6.1534 eV
E_HOMO = -7.89 eV
Multiplicity = 1
Max |F| = 1.73 eV Å⁻¹
Lowest unoccupied orbital energy = -0.064 Ha
Electronic energy = -9231.00585 Eh



Density functional theory data (ωB97M-V/def2-TZVPD) for an isolated molecule of C4H10N6O4.

Element x y z (Å)
N -0.5064 2.6151 -2.0110
C -0.7385 1.9050 -0.8721
N -1.6555 2.4296 -0.0115
N -0.0661 0.8152 -0.7125
C -0.1830 -0.0083 0.4190
N -1.6263 -0.7778 0.3178
O -2.5798 -0.1260 0.6738
O -1.6397 -1.8697 -0.1733
C 0.9596 -1.0399 0.4521
N 2.1637 -0.4540 1.0186
N 1.2405 -1.5804 -0.8680
C 0.5610 -2.2209 1.3902
O 0.2337 -2.0215 2.5285
O 0.6582 -3.3950 0.8158
H 0.3058 2.3583 -2.5465
H -0.7838 3.5813 -2.0455
H -2.1452 1.7886 0.5997
H -2.2084 3.2058 -0.3384
H -0.2554 0.5067 1.3879
H 2.1187 -0.4505 2.0318
H 2.2861 0.5000 0.6932
H 0.7515 -1.0296 -1.5673
H 2.2373 -1.5122 -1.0444
H 0.8721 -3.2199 -0.1377

Computed properties:
SMILES = NC(N)=N[C@@H]([N+](=O)[O-])C(N)(N)C(=O)O
Kohn-Sham gap = 9.9101 eV
E_HOMO = -9.52 eV
Multiplicity = 1
Max |F| = 2.15 eV Å⁻¹
Lowest unoccupied orbital energy = 0.014 Ha
Electronic energy = -787.88324 Eh



Density functional theory data (ωB97M-V/def2-TZVPD) for a cluster of 6 separate species, C24H40N6 in total.

Element x y z (Å)
C 8.7605 -12.9391 1.0254
C 9.4333 -13.8216 0.2329
C 8.8511 -13.7170 -0.9862
N 7.8742 -12.7166 -0.9744
C 7.7975 -12.1835 0.3279
H 8.8855 -12.8066 2.0899
H 10.2653 -14.4196 0.5743
H 9.1696 -14.2257 -1.8840
H 7.2967 -12.4233 -1.7493
H 7.2569 -11.3574 0.7658
C -0.5476 -4.5491 3.6344
C 0.4311 -5.7675 3.7433
C 0.3503 -6.6768 2.4540
C 1.4140 -7.5339 2.1788
N 2.2600 -8.2321 1.9417
H -1.5234 -5.0338 3.6015
H -0.4840 -3.9684 2.7142
H -0.5324 -3.7431 4.3680
H 0.2806 -6.2606 4.7036
H 1.4430 -5.3782 3.6309
H 0.1518 -6.1318 1.5311
H -0.5308 -7.3095 2.5608
C 6.2455 -8.1058 6.4062
C 7.5374 -7.4177 6.7848
C 8.5232 -8.2829 7.7141
C 8.7320 -9.5831 7.3186
N 8.9092 -10.7184 6.9199
H 5.5481 -7.3210 6.1133
H 5.7586 -8.5580 7.2703
H 6.2974 -8.8149 5.5799
H 7.3580 -6.4506 7.2545
H 8.0760 -7.1949 5.8637
H 8.2706 -8.1559 8.7668
H 9.4588 -7.7237 7.7227
C 1.4550 -22.0953 2.8597
C 2.2389 -22.9087 3.8782
C 2.7170 -24.2921 3.2191
C 1.6445 -25.3474 3.1982
N 0.8486 -26.1945 3.1812
H 0.5402 -22.6162 2.5772
H 1.9839 -21.9973 1.9116
H 1.2288 -21.0803 3.1866
H 1.6252 -23.0339 4.7702
H 3.0431 -22.2902 4.2766
H 3.4077 -24.7065 3.9535
H 3.2165 -24.2873 2.2503
C 3.5517 -15.3617 3.3337
C 2.8695 -14.0584 3.7215
C 3.7618 -13.0680 4.5822
C 4.2514 -13.7491 5.7963
N 4.6280 -14.2743 6.7561
H 3.8937 -15.9173 4.2069
H 4.4548 -15.2757 2.7294
H 2.8637 -16.0230 2.8068
H 1.9088 -14.1505 4.2282
H 2.6016 -13.5954 2.7719
H 3.2020 -12.1388 4.6891
H 4.6091 -12.8898 3.9201
C 4.8445 -13.6895 13.3039
C 4.1863 -12.2705 13.3891
C 4.2390 -11.5059 12.0389
C 3.7176 -10.1959 12.1672
N 3.1588 -9.1868 12.2646
H 4.5625 -14.3433 12.4786
H 4.6815 -14.2386 14.2312
H 5.9293 -13.6175 13.2268
H 4.7027 -11.6817 14.1472
H 3.1296 -12.2974 13.6553
H 3.6653 -12.1913 11.4149
H 5.1891 -11.4721 11.5056

Computed properties:
SMILES = c1cc[nH]c1.CCCC#N.CCCC#N.CCCC#N.CCCC#N.CCCC#N
Kohn-Sham gap = 8.5457 eV
E_HOMO = -8.10 eV
Multiplicity = 1
Max |F| = 9.79 eV Å⁻¹
Lowest unoccupied orbital energy = 0.016 Ha
Electronic energy = -1266.87285 Eh



Density functional theory data (ωB97M-V/def2-TZVPD) for an isolated molecule of C6H5N5.

Element x y z (Å)
C -2.5673 -1.0817 0.0599
C -1.1468 -1.1883 0.1194
C -0.4826 -0.0525 0.0529
C 1.0314 0.0381 -0.0248
N 1.8653 0.1154 1.1324
N 3.0532 0.0332 0.7329
N 2.9650 -0.0810 -0.6352
N 1.7281 -0.1174 -1.0981
C -1.1449 1.2479 -0.0253
C -2.5047 1.1095 -0.0578
N -3.3058 -0.0208 0.0063
H -2.9951 -2.0177 -0.2595
H -0.7918 -1.9610 0.1127
H 3.9074 -0.1051 -1.1151
H -0.6850 2.1807 -0.1887
H -2.6866 1.9604 -0.2649

Computed properties:
SMILES = c1cc(-c2nn[nH]n2)ccn1
Kohn-Sham gap = 10.6698 eV
E_HOMO = -9.97 eV
Multiplicity = 1
Max |F| = 16.58 eV Å⁻¹
Lowest unoccupied orbital energy = 0.026 Ha
Electronic energy = -505.23590 Eh



Density functional theory data (ωB97M-V/def2-TZVPD) for a structure of composition C4H7ErO2.

Element x y z (Å)
O 0.9530 -1.1332 -0.2476
C -0.1262 -1.2929 0.4340
C -1.4097 -1.0080 -0.0234
H -2.1809 -0.8132 0.7263
H 0.0274 -1.2150 1.5268
H -1.7053 -1.5047 -0.9527
Er 2.5580 0.5278 -0.8897
C -1.0088 1.0499 -2.5169
C -0.9767 1.2418 -1.1324
O -1.2579 -0.1299 -3.1689
H -0.6371 1.8251 -3.1984
H -1.2546 2.2879 -0.9410
H -0.6482 1.2263 -0.0900
H -2.1371 -0.1268 -3.5816

Computed properties:
Expectation value of S² = 6.03
Kohn-Sham gap (alpha / beta) = 2.4889 / 5.1066 eV
E_HOMO (alpha / beta) = -8.37 / -11.05 eV
Net charge = +1
Multiplicity = 5
Max |F| = 3.07 eV Å⁻¹
Lowest unoccupied orbital energy (alpha / beta) = -0.216 / -0.218 Ha
Electronic energy = -1321.54234 Eh



Density functional theory data (ωB97M-V/def2-TZVPD) for an isolated molecule of C4H4O2S.

Element x y z (Å)
C -0.8678 -0.5995 -0.1750
C 0.5671 -0.8217 -0.1399
C 1.7729 -0.8503 -0.1466
C 3.1439 -1.0162 -0.1177
O 3.6951 -2.0709 -0.1265
S 4.0906 0.6610 0.0983
O 2.8931 1.7865 0.0117
H -1.3737 -1.6226 -0.1659
H -1.3280 -0.0943 -1.0679
H -0.9730 -0.0325 0.7788
H 2.3401 1.9636 0.7577

Computed properties:
SMILES = CC#CC(=O)SO
Kohn-Sham gap = 9.5770 eV
E_HOMO = -9.38 eV
Multiplicity = 1
Max |F| = 2.73 eV Å⁻¹
Lowest unoccupied orbital energy = 0.007 Ha
Electronic energy = -703.37875 Eh



Density functional theory data (ωB97M-V/def2-TZVPD) for a structure of composition C25H20BLi4N4O11.

Element x y z (Å)
Li -2.9108 0.7636 0.4520
Li -0.2411 -3.4949 -4.2989
Li -2.3717 0.2045 -4.6792
Li 0.4059 -3.6423 1.0147
C -1.5347 -1.8378 -1.1396
O -0.8125 -2.7935 -1.3590
O -1.6296 -1.6423 0.1079
O -2.2066 -1.1563 -1.9367
O -1.9048 -1.9976 6.0789
C -1.7444 -0.7278 5.9367
O -2.3950 0.1692 6.4771
B -1.8973 1.4936 6.0340
O -0.9227 1.2047 4.9992
C -0.8522 -0.0834 4.8582
O -0.0782 -0.7914 4.1574
O -1.3947 2.3246 7.1464
C -1.6963 3.5878 6.9555
O -1.5512 4.5392 7.7123
C -2.7349 3.5924 5.8105
O -3.0536 2.3870 5.5109
O -3.1536 4.7059 5.4393
N 3.5026 -4.8550 1.1620
C 3.8422 -5.5866 0.1008
C 5.0904 -6.2749 -0.0032
C 5.9823 -6.1237 1.1192
C 5.6226 -5.3307 2.2210
C 4.3946 -4.6926 2.1520
H 3.1936 -5.6943 -0.7561
H 5.4084 -6.7864 -0.8996
H 6.9073 -6.6722 1.0189
H 6.3293 -5.1862 3.0248
H 4.0257 -3.9699 2.8648
N -5.3215 -0.1709 -6.3794
C -5.7238 0.1243 -7.6904
C -7.0135 -0.1123 -8.2376
C -8.0496 -0.5871 -7.3729
C -7.6394 -0.9011 -6.0496
C -6.3112 -0.7802 -5.6358
H -4.9236 0.4819 -8.3214
H -7.3249 0.2013 -9.2231
H -9.0226 -0.7549 -7.8105
H -8.4001 -1.3207 -5.4080
H -6.1783 -0.8832 -4.5690
N -1.1989 3.5661 0.7340
C 0.0959 3.2343 0.8641
C 1.1524 4.1554 0.9920
C 0.9160 5.5335 1.0481
C -0.3828 5.9310 0.8933
C -1.4267 4.9500 0.8248
H 0.3669 2.1894 0.8977
H 2.1051 3.7539 1.3044
H 1.7000 6.2737 1.1105
H -0.5962 6.9885 0.8424
H -2.4211 5.3714 0.8092
N 4.4404 1.8116 -1.8789
C 3.7798 0.6354 -1.7100
C 4.3758 -0.3861 -0.9117
C 5.6442 -0.1957 -0.4292
C 6.2591 1.0364 -0.5544
C 5.6141 2.0495 -1.1804
H 2.7659 0.4347 -2.0233
H 3.7736 -1.2826 -0.9041
H 6.0538 -1.0402 0.1051
H 7.2115 1.0463 -0.0452
H 6.0610 3.0137 -1.3728

Computed properties:
Kohn-Sham gap = 4.2451 eV
E_HOMO = -9.73 eV
Net charge = +1
Multiplicity = 1
Max |F| = 8.48 eV Å⁻¹
Lowest unoccupied orbital energy = -0.202 Ha
Electronic energy = -2066.17729 Eh